# 1
A single C5H2 molecule in a non-equilibrium geometry. Source: the Open Molecules 2025 dataset; level of theory: ωB97M-V/def2-TZVPD.

```
! RIJCOSX wB97M-V def2-TZVPD def2/J DEFGRID3
* xyz 0 1
C 2.745 0.359 0.164
C 1.642 -0.150 -0.161
C -1.738 0.775 -0.035
C -0.744 0.090 -0.024
C 0.412 -0.684 -0.025
H -2.608 1.362 -0.054
H 0.291 -1.752 0.135
*
```

Properties
LUMO energy: -2.15 eV
E_HOMO: -10.30 eV
energy above the lowest of the compared OMol25 structures with the same formula, charge and spin: 6.6 kJ/mol
orbital gap: 8.2 eV
F_max: 1.92 eV/Å
calculated total energy: -5210.354 eV

Löwdin population analysis, charges in e, atoms 1 to 5:
1. C 0.0951
2. C -0.2219
3. C 0.1875
4. C -0.1141
5. C -0.1031

---

# 2
An isolated ion of composition C6H12N and charge +1 in a non-equilibrium geometry. Source: the Open Molecules 2025 dataset; level of theory: ωB97M-V/def2-TZVPD.

```
! RIJCOSX wB97M-V def2-TZVPD def2/J DEFGRID3
* xyz 1 1
C 1.880 2.609 0.709
C 0.520 1.842 1.032
C 0.609 0.457 0.365
C -0.658 -0.183 0.018
C -0.760 -1.532 -0.092
N -1.757 -2.098 -1.013
C -1.729 -3.311 -1.460
H 2.551 2.560 1.540
H 1.663 3.690 0.570
H 2.322 2.223 -0.227
H -0.446 2.439 0.726
H 0.414 1.737 2.138
H 1.403 -0.147 0.952
H 1.176 0.543 -0.747
H -1.541 0.410 -0.362
H 0.027 -2.147 0.554
H -2.435 -1.330 -1.288
H -0.838 -4.022 -1.217
H -2.400 -3.741 -2.199
*
```

Properties
LUMO energy: -5.23 eV
E_HOMO: -13.87 eV
SMILES string: C=[NH+]/C=C/CCC
energy above the lowest of the compared OMol25 structures with the same formula, charge and spin: 270.5 kJ/mol
orbital gap: 8.6 eV
F_max: 3.12 eV/Å
calculated total energy: -7897.258 eV

Löwdin population analysis, charges in e, atoms 1 to 5:
1. C -0.0936
2. C -0.2476
3. C -0.2497
4. C -0.0959
5. C -0.0858

---

# 3
C19H36BrNO2Ta as an isolated structure in a non-equilibrium geometry. Source: the Open Molecules 2025 dataset; level of theory: ωB97M-V/def2-TZVPD.

```
! RIJCOSX wB97M-V def2-TZVPD def2/J DEFGRID3
* xyz -1 1
C 2.722 0.681 -0.679
C 3.734 -0.421 -0.331
C 4.552 -0.731 -1.605
C 4.742 0.089 0.716
C 3.105 -1.770 0.074
C 2.008 -1.841 1.168
C 1.994 -0.650 2.132
C 2.326 -3.113 2.006
C 0.595 -2.003 0.586
C 0.281 -1.782 -0.754
C -1.025 -1.921 -1.222
C -2.051 -2.299 -0.371
O -3.320 -2.470 -0.868
C -4.274 -1.553 -0.366
C -4.026 -0.096 -0.653
O -3.992 0.141 -2.039
C -3.081 1.168 -2.398
C -3.460 2.554 -1.832
Ta -1.703 3.551 -0.733
Br -0.131 3.433 -2.874
C -3.001 3.753 1.094
N -2.284 3.150 2.229
C -1.767 -2.536 0.971
C -0.459 -2.376 1.435
H 2.446 1.276 0.184
H 1.833 0.309 -1.173
H 3.192 1.379 -1.370
H 4.987 0.174 -2.021
H 5.380 -1.400 -1.358
H 3.950 -1.232 -2.360
H 5.113 -0.754 1.298
H 5.601 0.547 0.234
H 4.302 0.814 1.394
H 2.723 -2.239 -0.829
H 3.931 -2.401 0.396
H 2.975 -0.432 2.542
H 1.563 0.225 1.655
H 1.338 -0.892 2.966
H 1.772 -3.112 2.938
H 2.125 -4.023 1.448
H 3.377 -3.093 2.292
H 1.042 -1.488 -1.455
H -1.272 -1.729 -2.255
H -4.368 -1.664 0.718
H -5.233 -1.819 -0.801
H -3.119 0.284 -0.175
H -4.870 0.439 -0.202
H -3.078 1.223 -3.483
H -2.071 0.877 -2.097
H -3.708 3.237 -2.645
H -4.315 2.488 -1.165
H -0.968 1.945 -0.141
H -0.419 4.436 0.284
H -2.203 5.243 -1.334
H -3.229 4.791 1.321
H -3.934 3.223 0.920
H -2.085 2.177 2.054
H -1.419 3.637 2.400
H -2.547 -2.847 1.650
H -0.295 -2.558 2.485
*
```

Properties
LUMO energy: 2.52 eV
E_HOMO: -4.49 eV
orbital gap: 7.0 eV
F_max: 1.15 eV/Å
calculated total energy: -97463.497 eV

Löwdin population analysis, charges in e, atoms 1 to 5:
1. C -0.0366
2. C -0.5613
3. C -0.0721
4. C -0.0565
5. C -0.1233

---

# 4
A 13-piece molecular cluster, C3H31NO14 overall in a non-equilibrium geometry. Source: the Open Molecules 2025 dataset; level of theory: ωB97M-V/def2-TZVPD.

```
! RIJCOSX wB97M-V def2-TZVPD def2/J DEFGRID3
* xyz 0 1
C 3.320 -1.566 0.335
C 3.988 -0.197 0.317
O 4.183 0.207 1.687
C 1.812 -1.432 0.313
N 1.149 -2.169 -0.582
O 1.268 -0.702 1.136
H 3.480 -1.982 1.328
H 3.744 -2.206 -0.437
H 4.993 -0.200 -0.104
H 3.356 0.511 -0.211
H 4.684 1.020 1.640
H 0.150 -2.104 -0.635
H 1.618 -2.758 -1.238
H 0.305 -0.438 2.594
H -0.231 -0.294 4.088
O -0.474 -0.198 3.156
H -0.488 5.007 0.980
H -0.191 3.651 0.476
O -0.364 4.560 0.135
H -2.655 -0.570 -1.035
H -3.436 -0.295 -2.312
O -2.539 -0.464 -1.998
H 0.303 2.317 -4.136
H -1.159 1.836 -3.720
O -0.392 1.669 -4.275
H -1.646 2.916 4.007
H -1.008 1.795 3.143
O -0.864 2.687 3.504
H 1.998 3.069 -0.301
H 2.500 3.695 -1.545
O 2.794 3.060 -0.885
H -1.723 -1.916 -2.359
H -1.036 -3.059 -3.188
O -0.950 -2.523 -2.375
H -3.435 -2.728 -0.499
H -2.175 -3.038 0.372
O -3.019 -3.374 0.060
H 1.556 2.232 1.354
H 0.644 1.120 0.916
O 0.699 2.093 0.901
H -3.963 2.312 -1.594
H -3.083 2.384 -0.498
O -3.634 1.715 -0.910
H -3.580 -0.129 0.435
H -2.638 -0.507 1.651
O -3.036 -0.814 0.829
H -0.955 -4.952 -0.422
H 0.310 -4.256 -0.256
O -0.180 -4.985 0.156
*
```

Properties
LUMO energy: -0.04 eV
E_HOMO: -10.35 eV
energy above the lowest of the compared OMol25 structures with the same formula, charge and spin: 180.0 kJ/mol
orbital gap: 10.3 eV
F_max: 1.51 eV/Å
calculated total energy: -33769.964 eV

Löwdin population analysis, charges in e, atoms 1 to 5:
1. C -0.0730
2. C -0.2234
3. O -0.0699
4. C -0.4831
5. N 0.2002

---

# 5
A 2-piece molecular cluster, C2H2IO2 overall in a non-equilibrium geometry. Source: the Open Molecules 2025 dataset; level of theory: ωB97M-V/def2-TZVPD.

```
! RIJCOSX wB97M-V def2-TZVPD def2/J DEFGRID3
* xyz -1 1
C 0.180 0.847 1.118
C -0.146 -0.309 -0.748
O 1.178 0.452 1.620
O -0.731 1.609 1.147
I 0.070 -2.453 -0.512
H -1.148 -0.137 -1.136
H 0.597 -0.008 -1.489
*
```

Properties
LUMO energy: 3.27 eV
E_HOMO: -3.21 eV
energy above the lowest of the compared OMol25 structures with the same formula, charge and spin: 54.3 kJ/mol
orbital gap: 6.5 eV
F_max: 1.86 eV/Å
calculated total energy: -14302.695 eV

Löwdin population analysis, charges in e, atoms 1 to 5:
1. C -0.6469
2. C -0.6532
3. O 0.0197
4. O 0.0197
5. I 0.4055